# 1
8
Properties=species:S:1:pos:R:3:lowdin_charge:R:1 method="wB97M-V/def2-TZVPD" de_lowest_kj_mol=178.5 lumo_energy_ha=-0.02051 energy_ha=-912.02354 charge=0
C -1.250 -0.214 0.710 -1.028
O -3.123 0.362 -0.929 -0.529
S -1.460 -1.714 0.179 0.663
S -2.368 1.016 0.354 0.891
H -1.413 -0.110 -2.369 0.081
H -0.522 0.093 1.389 -0.005
H -0.816 0.038 -1.863 0.052
H -2.645 -0.483 -0.996 -0.126



# 2
6
Properties=species:S:1:pos:R:3:mulliken_spin:R:1 method="wB97M-V/def2-TZVPD" s2=0.75 de_lowest_kj_mol=0.0 multiplicity=2 lumo_energy_ha="-0.18783 / -0.35290" energy_ha=-438.31794 charge=+1
C 0.125 -0.382 0.341 -0.042
S 0.471 1.136 -0.603 0.969
H -0.946 -0.684 0.326 0.003
H 0.626 -1.199 -0.153 0.057
H 0.552 -0.147 1.353 0.032
H -0.828 1.275 -1.264 -0.019



# 3
7
Properties=species:S:1:pos:R:3:lowdin_charge:R:1 method="wB97M-V/def2-TZVPD" de_lowest_kj_mol=411.6 lumo_energy_ha="-0.00112 / -0.00310" energy_ha=-836.70939 charge=0
C 0.429 -0.203 -0.225 -1.104
S 0.070 1.469 -0.514 0.665
S 1.745 -0.542 0.867 0.624
H -1.301 -0.602 0.805 0.095
H 0.323 -1.082 -0.981 0.048
H -0.451 1.274 -1.615 -0.204
H 1.759 0.689 1.457 -0.124



# 4
7
Properties=species:S:1:pos:R:3:lowdin_charge:R:1 method="wB97M-V/def2-TZVPD" de_lowest_kj_mol=117.5 lumo_energy_ha=-0.02464 energy_ha=-836.82140 smiles="C=S.S" charge=0
C -0.348 -1.712 0.043 -0.555
S 0.846 -1.078 0.907 0.649
H -0.552 -2.784 0.031 0.005
H -1.009 -1.098 -0.571 -0.020
S -0.501 1.780 -0.874 0.469
H -1.666 2.086 -0.286 -0.214
H -0.211 0.833 0.029 -0.333



# 5
8
Properties=species:S:1:pos:R:3:lowdin_charge:R:1 method="wB97M-V/def2-TZVPD" de_lowest_kj_mol=409.3 lumo_energy_ha=-0.25099 energy_ha=-2669.42255 charge=+1
C -0.175 1.172 -0.099 -0.466
N 0.476 0.107 0.715 0.060
Br -1.998 1.087 -0.041 0.866
H -0.195 -1.465 -1.689 0.088
H 0.032 -0.709 -1.703 0.032
H 0.015 -0.781 0.688 0.115
H 1.434 0.202 0.443 0.143
H 0.412 0.387 1.686 0.160



# 6
9
Properties=species:S:1:pos:R:3:lowdin_charge:R:1 method="wB97M-V/def2-TZVPD" de_lowest_kj_mol=15.6 lumo_energy_ha=0.00258 energy_ha=-2724.55060 smiles="C=NBr.N" charge=0
C -1.203 1.364 -0.694 -0.212
N -1.489 0.166 -0.825 -0.400
Br -1.924 -0.983 0.708 0.497
H -1.177 1.922 -1.594 0.057
H -0.897 1.944 0.235 0.093
N 1.538 -1.120 0.300 0.026
H 1.564 -0.273 0.827 -0.008
H 1.042 -1.761 0.798 -0.072
H 2.545 -1.258 0.245 0.018